42
Properties=species:S:1:pos:R:3 method="wB97M-V/def2-TZVPD" charge=+1 homo_lumo_gap_ev=7.013 homo_ev=-11.5 e_tot_ev=-49376.14031 e_lumo_ev=-4.51 spin_multiplicity=1
C 0.9636 -1.7656 2.2040
C 1.9067 -0.5870 2.3157
F 1.2362 0.4261 2.9804
C 2.4337 -0.0238 0.9755
C 1.4763 -0.2863 -0.1667
C 0.3773 0.4899 -0.4669
C 0.1024 1.7215 0.3253
C -0.9942 1.8639 1.1702
C -1.1798 3.0529 1.8614
C -0.3026 4.1193 1.7124
C 0.8010 3.9863 0.8778
C 0.9929 2.7893 0.1985
C -0.4931 0.1002 -1.5500
C -1.7350 0.9572 -1.8235
C -2.8977 0.0958 -1.4131
O -3.1051 -0.1893 -0.2551
C -0.2646 -0.9998 -2.3400
S -1.2999 -1.4548 -3.7100
C 0.8781 -1.7994 -2.0577
N 1.2736 -2.9043 -2.6788
S 2.6063 -3.4136 -1.9420
N 2.7372 -2.2917 -0.8017
C 1.7336 -1.4354 -0.9730
H 1.3820 -2.5440 1.5667
H -0.0138 -1.4810 1.8119
H 0.8089 -2.2043 3.1877
H 2.7593 -0.9173 2.9074
H 2.5966 1.0377 1.1128
H 3.3708 -0.5112 0.7233
H -1.6923 1.0489 1.2936
H -2.0126 3.1799 2.5394
H -0.4487 5.0522 2.2364
H 1.5124 4.7855 0.7409
H 1.8615 2.6981 -0.4411
H -1.8273 1.2193 -2.8725
H -1.7530 1.8283 -1.1768
H -3.5447 -0.3445 -2.1850
H -1.5007 -2.7712 -3.5026
O -1.9801 -3.1621 -0.5220
H -1.9878 -3.4028 -1.4720
H -2.5564 -3.7480 0.0080
H -2.2213 -2.2145 -0.3987



47
Properties=species:S:1:pos:R:3 method="wB97M-V/def2-TZVPD" charge=+2 homo_lumo_gap_ev="5.184 / 5.168" homo_ev="-11.5 / -11.5" e_tot_ev=-62234.53762 e_lumo_ev="-6.29 / -6.30" spin_multiplicity=1
W 5.8081 0.9623 -0.1915
Te 8.3590 0.4624 -0.3002
Te 9.6058 2.8327 -0.2650
Te 7.6752 4.7663 0.0076
Te 5.2893 3.5293 -0.0344
F -0.5269 3.1737 -0.0860
C -0.1634 1.8834 -0.1345
C 1.1580 1.5840 -0.1299
C 1.5746 0.2435 -0.1282
C 2.9668 -0.1096 -0.1499
O 3.8427 0.8329 -0.1479
C 3.3093 -1.4482 -0.1856
C 2.3029 -2.3987 -0.1797
N 1.0149 -2.0990 -0.1256
C 0.0215 -3.1802 -0.1467
C 0.2625 -4.3899 0.6962
C -0.8081 -3.4138 1.0800
C 0.6065 -0.7644 -0.1183
C -0.7560 -0.4301 -0.1424
C -1.1760 0.8830 -0.1565
N -2.5577 1.1644 -0.2344
C -3.3955 0.5089 0.7694
C -4.8373 0.4312 0.3201
N -5.3417 1.8181 0.0139
C -4.4689 2.4572 -1.0393
C -3.0363 2.5102 -0.5515
C 4.7183 -1.9275 -0.2350
O 5.0095 -3.0828 -0.2749
O 5.6242 -0.9327 -0.2305
H 1.8829 2.3873 -0.1132
H 2.5580 -3.4501 -0.2142
H -0.4290 -3.3121 -1.1208
H 1.1467 -4.4067 1.3195
H -0.0152 -5.3447 0.2744
H -0.6137 -2.7895 1.9424
H -1.8418 -3.6949 0.9292
H -1.4785 -1.2287 -0.2088
H -3.3204 1.0186 1.7415
H -3.0840 -0.5188 0.9314
H -5.4788 -0.0006 1.0844
H -4.9355 -0.1345 -0.6044
H -5.3135 2.3867 0.8642
H -6.3185 1.7927 -0.2825
H -4.8600 3.4536 -1.2307
H -4.5745 1.8443 -1.9323
H -2.9466 3.2049 0.2922
H -2.4590 2.9261 -1.3717



43
Properties=species:S:1:pos:R:3 method="wB97M-V/def2-TZVPD" charge=0 homo_lumo_gap_ev=8.985 homo_ev=-8.6 e_tot_ev=-50762.25213 smiles="COc1ccc(CNS(=O)(=O)c2ccc3c(c2)NC(=O)[C@@H](C)S3)cc1" e_lumo_ev=0.40 spin_multiplicity=1
C 0.0728 3.4759 1.3186
O 0.3306 2.3459 2.1149
C -0.4201 1.2253 1.9351
C -1.3225 1.0188 0.8970
C -2.0359 -0.1666 0.8284
C -1.8745 -1.1606 1.7820
C -2.6647 -2.4367 1.7002
N -2.3096 -3.1620 0.4893
S -0.7236 -3.7089 0.3878
O -0.7725 -4.9416 -0.3431
O -0.0948 -3.6888 1.6766
C 0.0001 -2.4544 -0.6548
C -0.2579 -2.4968 -2.0120
C 0.2626 -1.5079 -2.8243
C 1.0221 -0.4809 -2.2756
C 1.2868 -0.4488 -0.9000
C 0.7717 -1.4601 -0.0954
N 2.0942 0.5328 -0.3390
C 2.4116 1.7513 -0.8600
O 3.2095 2.4819 -0.3232
C 1.6435 2.1382 -2.1153
C 2.1987 3.4026 -2.7452
S 1.6944 0.7610 -3.3244
C -0.9606 -0.9546 2.8096
C -0.2403 0.2180 2.8853
H 0.3185 3.2989 0.2673
H -0.9717 3.7933 1.4009
H 0.7237 4.2592 1.7028
H -1.4855 1.7753 0.1448
H -2.7333 -0.3193 0.0181
H -3.7347 -2.2142 1.6480
H -2.4678 -3.0434 2.5927
H -2.9356 -3.9249 0.2792
H -0.8473 -3.3062 -2.4086
H 0.0930 -1.5157 -3.8895
H 0.9708 -1.4824 0.9639
H 2.4823 0.3345 0.5752
H 0.5856 2.2619 -1.8538
H 1.6115 3.6822 -3.6159
H 2.1789 4.2113 -2.0184
H 3.2303 3.2434 -3.0489
H -0.8075 -1.7255 3.5484
H 0.4672 0.3888 3.6814



43
Properties=species:S:1:pos:R:3 method="wB97M-V/def2-TZVPD" charge=0 homo_lumo_gap_ev=8.022 homo_ev=-8.4 e_tot_ev=-41973.82377 smiles="O=C(NC[C@H]1CCCO1)c1onc(CSc2ccccc2)c1C(=O)O" e_lumo_ev=-0.34 spin_multiplicity=1
O -0.5644 -2.5491 -0.7794
C -1.1048 -1.4466 -0.8260
N -2.0234 -1.1076 -1.7331
C -2.3977 -1.9621 -2.8324
C -2.0926 -1.2593 -4.1646
C -2.5189 -2.1025 -5.3798
C -3.2764 -1.1004 -6.2524
C -3.8264 -0.1399 -5.2010
O -2.8030 -0.0298 -4.2309
C -0.7894 -0.3856 0.1538
O -1.3611 0.8207 -0.0135
N -0.9351 1.6598 0.9503
C -0.1103 1.0054 1.7235
C 0.5884 1.6697 2.8381
S 2.2402 2.2220 2.2157
C 3.2161 2.1286 3.7055
C 3.3075 0.9509 4.4320
C 4.0936 0.9194 5.5701
C 4.7981 2.0438 5.9688
C 4.7191 3.2090 5.2244
C 3.9256 3.2563 4.0922
C 0.0303 -0.3477 1.2653
C 0.8290 -1.4039 1.9535
O 1.3149 -1.1905 3.0372
O 0.9639 -2.5643 1.3503
H -2.3704 -0.1585 -1.7717
H -1.8329 -2.8921 -2.7464
H -3.4700 -2.1744 -2.7703
H -1.0240 -1.0118 -4.1936
H -1.6640 -2.5403 -5.8883
H -3.1825 -2.9066 -5.0595
H -4.0594 -1.5618 -6.8483
H -2.5877 -0.5725 -6.9118
H -4.0303 0.8618 -5.5797
H -4.7420 -0.5453 -4.7460
H 0.0421 2.5571 3.1541
H 0.7621 0.9795 3.6592
H 2.7805 0.0657 4.1103
H 4.1633 0.0051 6.1404
H 5.4125 2.0103 6.8563
H 5.2710 4.0863 5.5278
H 3.8525 4.1583 3.5040
H 0.4559 -2.6569 0.4957